Entry 1:
Here is a single C2H3ClO6S3 molecule at a distorted geometry from the OMol25 dataset. Energies are from the ωB97M-V functional and the def2-TZVPD basis.

Structure (XYZ):
```
15
Properties=species:S:1:pos:R:3:nbo_charge:R:1
C 0.0607 2.2074 -0.1617 0.69
C 2.3747 -0.4153 0.0954 -0.73
O -2.2753 1.2692 1.0418 -0.89
O -0.2533 -0.0571 1.3642 -0.95
O -0.3283 3.2679 0.1614 -0.46
O 1.1232 1.7748 -0.7466 -0.61
O -1.5943 -0.3450 -0.7534 -0.96
O -2.1296 -2.8130 -1.4784 -0.83
S -1.1272 0.6966 0.4982 2.14
S 1.2131 0.1762 -1.1811 0.55
S -2.6785 -1.7597 -0.7171 1.58
Cl -2.1975 -2.2460 1.2737 -0.25
H 2.0480 0.0266 0.9058 0.23
H 2.3020 -1.5466 -0.0512 0.25
H 3.4622 -0.2358 -0.2509 0.23
```

Output
Highest occupied orbital energy, eV: -9.8
Relative energy (zero: lowest compared OMol25 entry of this formula, charge and spin), eV: 0.0000
E_tot, a.u.: -2184.07966

---

Entry 2:
Here is 2 unconnected molecules or ions with the total composition C2H3ClOS at a distorted geometry from the OMol25 dataset. Energies are from the ωB97M-V functional and the def2-TZVPD basis.

Structure (XYZ):
```
8
Properties=species:S:1:pos:R:3:nbo_charge:R:1
C 0.2007 -0.6420 1.2965 0.72
C -0.5357 -1.2464 0.3949 -0.83
O 0.9411 -0.3966 2.1223 -0.45
S -0.2948 2.0911 -1.5116 0.04
Cl 0.8647 2.1499 0.1309 -0.14
H 0.3871 1.2639 -2.2524 0.12
H -1.0255 -0.8238 -0.5245 0.27
H -0.5378 -2.3960 0.3439 0.28
```

Output
Highest occupied orbital energy, eV: -9.1
Relative energy (zero: lowest compared OMol25 entry of this formula, charge and spin), eV: 1.6464
E_tot, a.u.: -1011.56004

---

Entry 3:
Here is a single C2H3ClS2 molecule at a distorted geometry from the OMol25 dataset. Energies are from the ωB97M-V functional and the def2-TZVPD basis.

Structure (XYZ):
```
8
Properties=species:S:1:pos:R:3:nbo_charge:R:1
C 2.8470 -0.1228 0.1239 -0.33
C 0.2194 0.0644 0.0974 -0.70
S 4.8805 0.6617 0.0033 -0.33
S 1.7674 1.1397 0.0213 0.50
Cl 2.5417 -1.7256 0.0389 0.17
H 0.2244 -0.3071 -0.9240 0.23
H -0.5180 0.8287 0.2284 0.23
H 0.3214 -0.5752 0.8702 0.22
```

Output
Highest occupied orbital energy, eV: -8.1
Relative energy (zero: lowest compared OMol25 entry of this formula, charge and spin), eV: 3.0432
E_tot, a.u.: -1334.44488

---

Entry 4:
Here is a single C2H3ClSi molecule at a distorted geometry from the OMol25 dataset. Energies are from the ωB97M-V functional and the def2-TZVPD basis.

Structure (XYZ):
```
7
Properties=species:S:1:pos:R:3:nbo_charge:R:1
C -1.5325 1.4031 -0.1650 -0.31
C -0.8230 0.4370 -0.0991 -0.39
Si 0.9052 -0.9261 0.0032 1.07
Cl 2.3745 0.3969 -0.1148 -0.31
H -2.2178 2.3018 0.0105 0.25
H 0.6995 -2.0035 -0.9378 -0.15
H 0.5942 -1.6092 1.3030 -0.15
```

Output
Highest occupied orbital energy, eV: -10.1
Relative energy (zero: lowest compared OMol25 entry of this formula, charge and spin), eV: 1.1495
E_tot, a.u.: -827.62029

---

Entry 5:
Here is a molecular structure, C2H3CrO2 at a distorted geometry from the OMol25 dataset. Energies are from the ωB97M-V functional and the def2-TZVPD basis.

Structure (XYZ):
```
8
Properties=species:S:1:pos:R:3:lowdin_spin:R:1
C 0.3168 -0.3171 -0.5838 0.01
C 0.8395 0.6035 0.2550 0.00
O 0.2170 0.9644 1.3656 -0.04
O -0.9651 -0.7548 -0.2239 0.03
H 0.5443 -0.1605 -1.6559 0.00
H -1.4099 -1.2511 -0.9154 0.00
Cr -1.4279 0.0101 1.6401 4.00
H 1.8853 0.9056 0.1182 0.00
```

Output
Charge: +1
Highest occupied orbital energy (alpha / beta), eV: -12.8 / -12.9
Relative energy (zero: lowest compared OMol25 entry of this formula, charge and spin), eV: 0.0000
Spin multiplicity: 5
E_tot, a.u.: -1272.61032

---

Entry 6:
Here is a molecular structure, C2H3CuO3 at a distorted geometry from the OMol25 dataset. Energies are from the ωB97M-V functional and the def2-TZVPD basis.

Structure (XYZ):
```
9
Properties=species:S:1:pos:R:3:lowdin_spin:R:1
O -2.6666 -1.2679 -0.1687 0.06
C -1.5025 -1.1534 -0.2377 0.02
O -0.4663 -1.7779 -0.4190 0.02
C 0.7322 1.2038 0.2980 0.01
O 1.5793 0.1996 0.0706 0.40
Cu 1.3502 -1.4680 -0.3796 0.37
H 0.9375 1.7816 1.2167 0.00
H 0.6542 1.8964 -0.5604 0.01
H -0.6180 0.5858 0.1801 0.10
```

Output
Charge: +1
Highest occupied orbital energy (alpha / beta), eV: -15.7 / -15.4
Relative energy (zero: lowest compared OMol25 entry of this formula, charge and spin), eV: 1.6101
Spin multiplicity: 2
E_tot, a.u.: -1943.78283

---

Entry 7:
Here is 2 unconnected molecules or ions with the total composition C2H3F2I at a distorted geometry from the OMol25 dataset. Energies are from the ωB97M-V functional and the def2-TZVPD basis.

Structure (XYZ):
```
8
Properties=species:S:1:pos:R:3:nbo_charge:R:1
C 1.3896 0.2101 -0.4933 -0.56
C 0.2751 -0.4822 -0.2980 0.74
F 0.0784 -1.2134 0.7880 -0.30
F -0.8121 -0.4127 -1.1474 -0.32
I -2.8467 0.4748 1.8185 -0.09
H 2.2989 0.2554 0.0149 0.23
H 1.3664 0.8224 -1.3757 0.22
H -1.7495 0.3456 0.6931 0.08
```

Output
Highest occupied orbital energy, eV: -9.9
Relative energy (zero: lowest compared OMol25 entry of this formula, charge and spin), eV: 1.2448
E_tot, a.u.: -575.38088

---

Entry 8:
Here is 2 unconnected molecules or ions with the total composition C2H3F2N at a distorted geometry from the OMol25 dataset. Energies are from the ωB97M-V functional and the def2-TZVPD basis.

Structure (XYZ):
```
8
Properties=species:S:1:pos:R:3:nbo_charge:R:1
C 0.9311 -0.0706 0.6105 0.15
C -1.2712 -0.0123 -0.3377 0.47
N 1.6782 0.1653 -0.2851 -0.64
F -1.8924 1.0528 0.2102 -0.35
F -1.9207 -1.1242 -0.0093 -0.34
H 0.6869 -0.3584 1.6387 0.20
H -0.9105 0.1143 -1.4438 0.13
H 2.6986 0.2330 -0.3836 0.38
```

Output
Highest occupied orbital energy, eV: -7.4
Relative energy (zero: lowest compared OMol25 entry of this formula, charge and spin), eV: 3.2230
E_tot, a.u.: -332.33939

---

Entry 9:
Here is a single C2H3F2N molecule at a distorted geometry from the OMol25 dataset. Energies are from the ωB97M-V functional and the def2-TZVPD basis.

Structure (XYZ):
```
8
Properties=species:S:1:pos:R:3:nbo_charge:R:1
C -0.0825 0.1907 -0.1733 -0.14
C -1.1301 -0.2455 0.5685 0.23
N 1.2265 0.4012 0.0932 -0.21
F 2.0530 -0.8166 0.1616 -0.29
F -2.3326 -0.1472 -0.1373 -0.34
H -0.4190 0.7164 -1.1277 0.20
H -1.0122 -0.8916 1.3509 0.18
H 1.6969 0.7927 -0.7358 0.36
```

Output
Highest occupied orbital energy, eV: -9.5
Relative energy (zero: lowest compared OMol25 entry of this formula, charge and spin), eV: 2.7425
E_tot, a.u.: -332.35705

---

Entry 10:
Here is 2 unconnected molecules or ions with the total composition C2H3F2NO at a distorted geometry from the OMol25 dataset. Energies are from the ωB97M-V functional and the def2-TZVPD basis.

Structure (XYZ):
```
9
Properties=species:S:1:pos:R:3:nbo_charge:R:1
C -0.6801 -0.4376 0.0652 0.55
C 2.3914 0.0114 -0.3646 0.65
N -1.8487 0.1284 -0.1478 -0.79
O 0.3651 0.1654 0.0946 -0.60
F 2.6753 1.3046 -0.3392 -0.35
F 2.7470 -0.4468 0.8430 -0.37
H -0.8370 -1.4918 0.0294 0.12
H -2.7316 -0.3167 0.0679 0.39
H -2.0813 1.0831 -0.2485 0.40
```

Output
Highest occupied orbital energy, eV: -9.3
Relative energy (zero: lowest compared OMol25 entry of this formula, charge and spin), eV: 2.9954
E_tot, a.u.: -407.64627

---

Entry 11:
Here is a molecular structure, C2H3F2O2Si at a distorted geometry from the OMol25 dataset. Energies are from the ωB97M-V functional and the def2-TZVPD basis.

Structure (XYZ):
```
10
Properties=species:S:1:pos:R:3:nbo_charge:R:1
C -0.4256 -0.1595 1.4373 0.75
C -0.8665 -0.3047 0.0249 -1.02
O -1.0430 -0.5425 2.4057 -0.68
O 0.7726 0.3693 1.3239 -0.79
F 1.4668 1.6714 -0.9468 -0.67
F 0.3867 -0.1777 -2.1964 -0.70
Si 0.8063 0.2000 -0.6950 1.97
H -1.7258 0.6571 -0.2244 0.22
H -1.5097 -1.2343 -0.4227 0.24
H 2.1383 -0.4791 -0.7065 -0.31
```

Output
Charge: -1
Highest occupied orbital energy, eV: -5.2
Relative energy (zero: lowest compared OMol25 entry of this formula, charge and spin), eV: 0.2826
E_tot, a.u.: -717.91121

---

Entry 12:
Here is a single C2H3F2OP molecule at a distorted geometry from the OMol25 dataset. Energies are from the ωB97M-V functional and the def2-TZVPD basis.

Structure (XYZ):
```
9
Properties=species:S:1:pos:R:3:nbo_charge:R:1
C -1.1675 0.1529 -0.0105 -0.67
C 0.3419 -0.4508 0.0803 0.37
O 2.7151 0.8349 -0.4926 -0.95
F 0.5529 -1.3522 1.0800 -0.35
F 0.5635 -1.0657 -1.0858 -0.33
P 1.6441 0.9704 0.4434 1.28
H -1.7302 0.4007 0.9804 0.22
H -1.7209 -0.5186 -0.4968 0.22
H -1.1990 1.0284 -0.4984 0.21
```

Output
Highest occupied orbital energy, eV: -9.6
Relative energy (zero: lowest compared OMol25 entry of this formula, charge and spin), eV: 3.3182
E_tot, a.u.: -694.28996